(1)
Here is an isolated ion of composition C8H8NO3S2 and charge -1 in a non-equilibrium geometry from OMol25. Energies are from ωB97M-V/def2-TZVPD.

The geometry in XYZ format:
```
22
Properties=species:S:1:pos:R:3:forces:R:3:lowdin_charge:R:1
C -2.598 -0.220 -3.806 -1.964 -0.847 -2.659 -0.48
H 1.858 -1.061 3.705 -0.594 0.518 0.868 0.07
C -2.041 1.333 -2.324 1.581 -0.306 1.645 -0.24
H 3.585 -0.071 1.764 1.983 1.667 -1.583 0.07
H -1.868 2.302 -2.084 0.380 2.754 1.508 0.07
H -2.985 1.982 -3.997 -0.952 0.025 -0.992 0.09
S -1.678 -1.141 -2.733 -0.029 0.843 1.206 1.03
C -0.793 0.132 -0.393 -1.117 1.271 -0.125 -0.60
S -1.490 1.300 0.684 0.081 -0.606 -1.239 0.83
H -3.168 -0.745 -4.642 1.183 0.830 1.099 0.08
O -1.079 1.047 2.093 0.625 -0.081 1.174 -0.70
C 2.334 -0.169 3.317 0.338 -1.299 -0.819 -0.05
O 1.792 -0.329 0.848 0.148 1.302 0.559 0.01
H 2.978 -1.614 1.771 0.007 -0.637 0.677 0.11
H 1.793 0.750 3.310 -1.011 0.311 0.070 0.07
C 0.761 -1.211 0.772 1.264 -1.448 1.208 -0.61
C 2.703 -0.580 1.893 -0.520 -0.870 0.380 -0.26
C -2.687 1.106 -3.478 -0.428 -1.466 -1.730 -0.21
N -0.054 -0.899 -0.207 -1.103 -0.247 -1.325 0.11
C -1.434 0.293 -1.721 0.349 -1.960 -0.054 -0.50
H 3.265 0.062 3.830 0.128 -0.347 0.255 0.06
O 0.803 -2.267 1.397 -0.350 0.592 -0.124 0.04
```
Forces are in eV/Å.

charge: -1
relative energy (zero: lowest compared OMol25 entry of this formula, charge and spin): 0.00 kcal/mol
E: -1386.4991 Ha
SMILES: CCOC(=O)/N=C(\S[O-])c1cccs1
LUMO (alpha / beta): 0.111 / 0.111 Ha

(2)
Here is one molecule with the formula C8H8O2S in a non-equilibrium geometry from OMol25. Energies are from ωB97M-V/def2-TZVPD.

The geometry in XYZ format:
```
19
Properties=species:S:1:pos:R:3:forces:R:3:lowdin_charge:R:1
H -0.820 2.211 3.527 0.635 -1.897 -4.061 0.19
C 0.440 0.050 0.351 -0.198 -1.317 -2.300 -0.30
C 1.344 0.493 1.261 0.879 -0.672 -0.471 -0.05
H -2.451 1.319 1.617 0.620 -0.619 -0.451 0.11
S 1.100 -0.998 -1.030 -0.537 0.278 1.300 0.66
C 0.822 1.258 2.305 0.998 -0.161 -0.663 -0.11
H 1.473 1.629 3.025 1.156 0.573 1.201 0.08
O 0.963 -2.383 -0.647 0.435 0.124 0.146 -0.31
O 2.365 -0.402 -1.389 -0.167 -0.467 0.004 -0.32
H -1.638 -0.022 -0.574 2.105 0.857 3.297 0.18
C -0.906 0.308 0.405 -2.789 -0.678 -2.580 -0.09
H -1.669 -1.458 -3.610 2.075 -0.994 2.186 0.14
H 0.304 0.235 -2.859 -1.341 -1.706 0.722 0.13
C -0.897 -1.706 -2.722 -0.495 7.229 -4.265 0.04
H -0.882 -2.514 -2.189 -0.474 -4.998 2.815 -0.01
C -1.393 1.016 1.488 -1.211 1.747 0.520 -0.11
C -0.026 -0.747 -2.334 0.211 1.164 -2.136 -0.27
C -0.502 1.593 2.403 -1.040 0.377 3.366 -0.10
H 2.374 0.117 0.972 -0.864 1.160 1.370 0.14
```
Forces are in eV/Å.

relative energy (zero: lowest compared OMol25 entry of this formula, charge and spin): 97.14 kcal/mol
E: -858.1728 Ha
SMILES: C=CS(=O)(=O)c1ccccc1
LUMO: 0.009 Ha

(3)
Here is C8H8O2S2 as an isolated structure in a non-equilibrium geometry from OMol25. Energies are from ωB97M-V/def2-TZVPD.

The geometry in XYZ format:
```
20
Properties=species:S:1:pos:R:3:forces:R:3:lowdin_charge:R:1
H 0.136 0.208 2.010 -3.515 2.512 -1.909 0.17
H -2.425 -1.088 0.876 -0.499 -0.268 -0.369 0.08
C -2.455 -0.331 0.092 2.434 -0.122 0.989 -0.43
H -2.430 1.823 0.261 1.063 -0.867 0.880 0.12
H 0.100 -3.070 -0.434 -0.891 -2.327 0.302 0.07
S 2.430 -0.622 0.005 3.006 3.369 -0.474 1.11
C 1.183 1.462 -0.951 -2.294 0.373 -3.021 -0.57
H 2.554 -3.005 0.475 0.736 0.074 0.130 0.08
S -1.464 -0.910 -1.384 -2.842 -0.119 -1.423 0.94
C 0.142 -1.072 -0.924 3.278 1.576 2.350 -0.62
C 1.076 0.033 -0.857 0.703 -4.112 2.624 -0.38
C 0.719 -2.262 -0.298 -0.495 2.350 -2.577 -0.18
H 2.346 2.877 -0.611 0.033 1.923 -0.406 0.11
C -0.774 1.075 1.495 -0.174 -1.491 -0.195 -0.02
O 2.326 1.963 -0.425 -0.925 -1.331 0.235 0.06
C 2.049 -2.171 0.038 -3.211 -2.186 0.525 -0.44
O 0.345 2.031 -1.650 1.746 0.569 1.554 0.09
C -1.891 0.903 0.652 3.231 1.938 2.030 -0.27
H -3.397 0.039 -0.200 -1.393 -0.931 -0.908 0.06
H -0.569 2.117 1.831 0.008 -0.928 -0.339 0.04
```
Forces are in eV/Å.

relative energy (zero: lowest compared OMol25 entry of this formula, charge and spin): 72.98 kcal/mol
E: -1256.3734 Ha
LUMO: -0.008 Ha

(4)
Here is C8H8O2Si as an isolated structure in a non-equilibrium geometry from OMol25. Energies are from ωB97M-V/def2-TZVPD.

The geometry in XYZ format:
```
19
Properties=species:S:1:pos:R:3:forces:R:3:lowdin_charge:R:1
O 1.958 0.307 1.107 0.673 0.096 -0.282 -0.15
C -0.260 -0.143 0.187 -0.889 -0.005 -0.053 -0.09
C -2.538 0.257 1.127 2.106 1.533 0.799 -0.08
C 3.365 0.406 0.724 -2.838 -2.024 -2.891 -0.19
O 1.808 -0.766 -1.026 -1.162 0.093 0.555 -0.23
H -0.391 -0.199 -1.998 2.136 -0.616 -1.909 0.08
Si 3.345 -0.316 -0.869 1.534 1.288 1.164 0.72
H 4.129 -0.173 -2.094 0.078 -0.262 0.119 -0.04
C -3.018 0.400 -0.170 -0.800 -2.406 0.140 -0.10
H -4.093 0.404 -0.284 -0.112 0.608 -0.218 0.09
H 1.238 -1.563 0.748 0.188 -0.645 0.325 0.15
C -2.216 0.023 -1.265 -0.195 1.761 0.551 -0.08
H -2.490 0.102 -2.312 -0.792 -0.133 0.278 0.11
H -3.124 0.511 2.065 0.496 -0.521 -1.530 0.12
C -1.113 0.104 1.314 -0.858 -0.483 -2.324 -0.01
H -0.755 0.202 2.306 0.630 -0.245 0.717 0.09
C 1.223 -0.584 0.299 -1.215 0.600 -0.049 -0.36
C -0.868 -0.139 -1.102 -0.527 -0.008 3.188 -0.04
H 3.800 1.167 1.243 1.547 1.371 1.420 0.01
```
Forces are in eV/Å.

relative energy (zero: lowest compared OMol25 entry of this formula, charge and spin): 22.08 kcal/mol
E: -749.5089 Ha
LUMO (alpha / beta): 0.011 / 0.011 Ha

(5)
Here is one molecule with the formula C8H8O3 in a non-equilibrium geometry from OMol25. Energies are from ωB97M-V/def2-TZVPD.

The geometry in XYZ format:
```
19
Properties=species:S:1:pos:R:3:forces:R:3:lowdin_charge:R:1
C 0.961 2.589 1.422 2.135 1.991 0.511 -0.08
C -0.238 -1.988 -2.639 -1.249 -0.786 -1.564 -0.07
H 0.083 -2.909 -2.023 -0.677 1.974 -0.140 0.12
H 1.853 2.902 0.698 -1.662 -0.904 1.718 0.10
H -1.356 -1.977 -2.940 1.671 -0.523 0.868 0.13
H -0.952 -2.247 -0.102 -0.679 -2.192 -0.554 0.09
O -0.988 -1.631 2.329 0.076 0.363 -1.055 0.07
O 0.056 -0.640 -2.209 -0.022 -1.937 1.464 -0.06
C -0.671 -0.842 1.427 -0.687 -1.327 2.359 -0.40
C -0.125 -0.468 -0.870 0.919 1.584 -1.728 -0.17
H -0.245 0.651 2.955 -0.387 0.054 -1.225 0.14
H 1.407 2.497 2.612 -1.526 0.380 -3.603 0.15
C -0.306 0.500 1.847 1.893 0.966 -0.703 0.04
O 0.931 1.695 -1.236 0.966 1.245 -2.782 0.17
C -0.583 -1.305 0.059 0.460 2.237 -0.062 0.06
H 0.303 -2.158 -3.579 -0.088 0.466 0.179 0.08
H 0.262 3.516 1.279 1.015 -1.824 0.657 0.11
C 0.338 1.302 0.950 -1.137 -0.181 1.884 -0.20
C 0.400 0.933 -0.523 -1.020 -1.589 3.778 -0.28
```
Forces are in eV/Å.

relative energy (zero: lowest compared OMol25 entry of this formula, charge and spin): 77.11 kcal/mol
E: -535.2688 Ha
SMILES: COC1=CC(=O)C=C(C)C1=O
LUMO: -0.040 Ha

(6)
Here is a 2-piece molecular cluster, C8H8O3 overall in a non-equilibrium geometry from OMol25. Energies are from ωB97M-V/def2-TZVPD.

The geometry in XYZ format:
```
19
Properties=species:S:1:pos:R:3:forces:R:3:lowdin_charge:R:1
O -1.946 -0.190 -0.162 -2.285 4.126 3.215 -0.08
H 2.093 -2.207 0.131 -1.132 2.026 0.264 0.15
H -2.442 0.770 0.663 2.347 -3.718 -3.589 0.32
O -1.792 -2.688 0.795 0.313 2.293 0.639 0.07
C -0.584 -0.116 -0.227 0.900 0.673 -0.167 -0.27
O 0.264 -3.539 0.738 0.671 -1.171 0.387 0.13
C 0.084 -1.324 -0.013 2.377 1.337 1.508 -0.07
C -0.805 2.323 -0.410 0.900 3.360 1.130 -0.08
H -2.147 -1.722 0.872 0.722 -2.230 -0.741 0.12
H -0.183 3.319 -0.001 -1.419 -2.463 -1.574 0.13
H 3.300 -0.018 -0.410 -0.615 -0.256 0.336 0.11
C 0.133 1.132 -0.473 -1.833 -0.846 0.799 -0.20
H -1.399 2.624 -1.386 1.084 -0.846 2.200 0.12
H -1.479 2.222 0.535 0.461 0.016 -1.722 0.06
C 2.203 -0.025 -0.306 0.234 -1.548 0.749 -0.08
C 1.501 -1.208 0.061 1.277 -1.321 -2.158 0.00
C 1.540 1.169 -0.466 -1.840 -0.483 0.060 -0.05
C -0.440 -2.605 0.570 -2.071 0.654 -1.003 -0.49
H 2.101 2.083 -0.509 -0.090 0.396 -0.334 0.11
```
Forces are in eV/Å.

relative energy (zero: lowest compared OMol25 entry of this formula, charge and spin): 75.96 kcal/mol
E: -535.2706 Ha
LUMO: -0.028 Ha

(7)
Here is one molecule with the formula C8H8O5 in a non-equilibrium geometry from OMol25. Energies are from ωB97M-V/def2-TZVPD.

The geometry in XYZ format:
```
21
Properties=species:S:1:pos:R:3:forces:R:3:lowdin_charge:R:1
C -0.186 1.719 0.617 1.055 -3.938 -2.786 -0.56
C 0.119 0.113 -0.337 -1.535 3.465 3.544 0.07
O -1.142 2.403 0.037 -1.872 1.674 -1.380 0.10
H -0.541 0.034 3.511 -0.635 -0.229 2.763 0.07
C 0.055 -0.214 -1.593 0.539 -3.854 -1.379 -0.23
O 0.124 0.364 -2.787 -0.280 1.598 -0.117 0.11
H -1.111 2.086 2.508 -0.251 0.663 0.317 0.12
H 1.760 -2.644 -2.134 -0.293 0.274 -0.006 0.11
O 0.080 -2.244 -0.303 0.613 0.641 0.217 0.05
H -0.235 -0.145 -3.532 0.250 -0.293 0.646 0.13
O 0.993 -2.251 -2.582 -0.276 -0.695 1.227 0.02
C -0.308 0.183 2.534 0.164 -0.862 -2.923 -0.06
H 1.535 1.800 1.188 -0.606 2.185 -2.288 0.18
H -0.745 3.051 -0.551 -0.010 0.092 -0.333 0.13
H -0.983 -1.992 -2.061 0.725 -0.645 0.226 0.17
C 0.033 -1.803 -1.627 -1.121 2.114 -1.800 -0.31
C 0.072 -1.081 0.491 0.681 0.255 -1.360 -0.23
C 0.060 -1.036 1.815 -0.244 -2.589 1.758 -0.03
O 1.021 2.373 0.473 1.807 -1.768 3.457 0.03
H 0.032 -2.038 2.392 0.150 1.851 -0.953 0.14
C -0.634 1.323 1.940 1.139 0.061 1.168 -0.03
```
Forces are in eV/Å.

relative energy (zero: lowest compared OMol25 entry of this formula, charge and spin): 91.38 kcal/mol
E: -685.7138 Ha
SMILES: OC1=C2C(=CC=CC2(O)O)O[C@@H]1O
LUMO: 0.016 Ha

(8)
Here is C8H8O7V as an isolated structure in a non-equilibrium geometry from OMol25. Energies are from ωB97M-V/def2-TZVPD.

The geometry in XYZ format:
```
24
Properties=species:S:1:pos:R:3:forces:R:3:lowdin_charge:R:1
C 1.257 -2.908 0.487 -0.101 -0.079 0.233 -0.41
C -0.131 3.452 -1.038 -0.337 0.148 -0.199 0.07
H 0.444 -0.888 2.994 0.127 0.134 0.260 0.14
H 1.319 -0.311 -0.909 0.238 0.494 -0.024 0.15
O -1.633 1.049 -1.402 2.189 -0.222 0.015 -0.28
O 1.793 -3.566 1.548 0.746 -0.134 -0.212 0.17
H -1.271 -1.550 -0.102 -0.202 -0.156 -0.034 0.14
H -0.846 -0.150 0.844 0.011 0.251 0.134 0.13
O 2.453 -2.843 3.582 0.408 -0.246 0.862 0.23
O -4.986 1.606 -1.675 2.552 -0.330 0.188 -0.38
C 0.813 -1.622 2.303 -0.346 0.118 -0.441 0.14
O -0.239 0.989 -1.445 0.179 -0.676 0.189 -0.10
C 0.503 -1.749 1.018 -0.154 0.303 0.747 -0.12
O 1.214 1.835 0.083 0.541 -0.539 0.430 0.27
H 0.162 4.140 -0.260 0.104 0.164 0.198 0.12
V -3.408 1.341 -1.544 -5.086 0.543 -0.397 1.02
O 1.427 -3.201 -0.650 -0.145 -0.200 -0.513 0.20
C 1.770 -2.699 2.643 -0.444 -0.033 -0.445 -0.41
C 0.250 -0.374 -1.016 -0.227 -0.806 -0.478 -0.02
H 0.330 3.763 -1.969 0.102 -0.001 -0.264 0.13
H -1.201 3.468 -1.161 -0.239 0.038 -0.088 0.08
H 0.038 -0.980 -1.883 -0.036 0.000 -0.298 0.15
C 0.379 2.130 -0.663 0.202 0.893 0.349 -0.34
C -0.438 -0.933 0.216 -0.082 0.338 -0.210 -0.08
```
Forces are in eV/Å.

charge: +1
relative energy (zero: lowest compared OMol25 entry of this formula, charge and spin): 0.00 kcal/mol
E: -1779.8667 Ha
LUMO: -0.189 Ha